DFT (the ωB97M-V functional and the def2-TZVPD basis) results for a structure of composition C24H67LiO15 in a non-equilibrium geometry.

The geometry in XYZ format:
```
107
Properties=species:S:1:pos:R:3:forces:R:3:lowdin_charge:R:1
Li -2.8315 -1.3016 -2.3383 -0.128 0.359 0.727 0.729
C -0.4312 0.6665 -0.1391 -0.653 0.710 0.456 -0.119
C -1.0595 -0.4349 0.7518 0.815 -1.015 -0.652 -0.566
O -2.3298 -0.8182 0.4236 -0.797 0.446 -0.952 -0.388
H -0.6645 0.5299 -1.1950 -0.211 -0.221 -0.142 0.034
H 0.6341 0.8929 -0.0953 0.306 -0.594 0.389 0.051
H -0.8900 1.6008 0.1844 -0.294 0.308 -0.297 0.043
H -0.9132 -0.1869 1.8031 -0.340 0.778 0.517 0.078
H -0.4046 -1.3052 0.7103 0.677 -0.580 -0.379 0.063
C 0.7284 5.4783 -1.1790 -0.279 -0.484 -1.629 -0.042
C -0.7061 5.5122 -1.6889 1.900 -1.651 1.124 -0.599
C -1.6056 5.6817 -0.5550 -1.932 0.422 1.012 -0.073
O -0.7947 6.5384 -2.5893 -0.460 1.266 -1.384 -0.021
H 1.3287 5.4021 -2.0856 0.456 0.179 0.115 0.075
H 0.9108 4.5564 -0.6269 0.054 0.445 0.554 0.083
H 0.9039 6.4435 -0.7040 0.340 -0.361 0.394 0.088
H -0.9807 4.5747 -2.1724 0.265 -0.405 -0.212 0.136
H -1.7639 4.7507 -0.0107 0.075 0.061 0.115 0.088
H -2.5596 5.9909 -0.9820 -0.493 -0.085 0.296 0.081
H -1.3147 6.4814 0.1262 0.192 -0.045 0.040 0.090
H -1.6800 6.4265 -2.9431 -0.116 0.615 -0.428 0.092
C -0.1447 -3.6533 -3.6203 1.398 0.027 -0.393 -0.034
C 0.4079 -2.3701 -4.2663 0.271 -1.910 1.196 -0.530
C 0.9988 -2.6240 -5.6414 -0.361 -0.180 -0.273 -0.042
O -0.6932 -1.5608 -4.3913 -1.729 1.873 -0.494 -0.063
H -0.7355 -3.5294 -2.7127 -0.131 0.401 -0.185 0.074
H 0.7126 -4.2504 -3.3094 -0.092 -0.383 -0.148 0.084
H -0.6902 -4.1566 -4.4186 -0.205 -0.280 0.321 0.081
H 1.0684 -1.8284 -3.5892 0.708 -0.438 0.049 0.141
H 1.9089 -3.2238 -5.6567 0.146 0.360 0.105 0.088
H 1.0768 -1.6788 -6.1785 0.684 0.150 0.101 0.076
H 0.2709 -3.1537 -6.2560 -0.203 -0.293 0.182 0.082
H -0.2856 -0.7629 -4.7358 -0.790 0.797 -0.183 0.082
C 4.7053 -5.8171 2.8420 -0.301 -0.511 0.222 -0.060
C 4.4062 -4.3157 2.9292 0.625 0.609 0.679 -0.479
C 3.7876 -3.6910 1.6855 -0.513 -1.070 -0.834 -0.056
O 3.5571 -4.0878 4.0591 0.060 -0.523 0.129 -0.059
H 5.1172 -6.3621 3.6913 0.107 0.995 0.829 0.070
H 5.4451 -6.1092 2.0967 -0.451 0.412 -0.669 0.075
H 3.7625 -6.3541 2.7382 -0.125 0.021 -0.710 0.080
H 5.3158 -3.7371 3.0901 0.471 -0.330 0.249 0.123
H 2.7305 -3.4816 1.8497 0.059 0.240 0.162 0.079
H 3.7790 -4.4483 0.9016 0.099 0.057 -0.331 0.067
H 4.2989 -2.8150 1.2864 -0.005 0.023 0.291 0.073
H 3.5607 -3.1475 4.2530 -0.039 0.131 0.001 0.082
C 3.7645 1.3858 7.5958 1.081 -0.430 -0.497 -0.059
C 3.0829 0.4600 6.5684 -1.720 1.852 1.884 -0.540
C 1.7852 1.1035 6.1275 -1.309 -0.624 0.459 -0.072
O 3.7569 0.1376 5.4256 1.841 -0.900 -0.928 -0.022
H 3.2383 1.4639 8.5472 -0.311 -0.111 -0.229 0.077
H 3.9147 2.3893 7.1978 -0.102 0.127 -0.088 0.073
H 4.7529 0.9890 7.8280 0.169 0.001 0.063 0.072
H 2.8355 -0.4488 7.1171 0.121 -0.301 -0.300 0.139
H 1.2308 0.2915 5.6569 -0.284 0.332 -0.420 0.081
H 1.8626 1.9567 5.4535 0.454 -0.121 -0.148 0.081
H 1.1647 1.4431 6.9569 0.057 -0.019 0.235 0.076
H 4.0689 0.9350 4.9917 0.035 0.164 -0.097 0.094
C -5.4994 -1.6191 -4.2290 -0.195 0.739 0.161 -0.197
C -5.6727 -0.1762 -3.6734 0.119 0.897 -0.510 -0.195
O -4.3965 0.5042 -3.4764 0.081 -1.618 0.268 -0.100
O -4.8997 -2.5156 -3.2633 0.334 1.411 0.177 -0.086
H -4.9433 -1.5426 -5.1634 0.607 -0.081 0.177 0.118
H -6.4726 -1.9766 -4.5655 -0.262 -0.049 0.455 0.119
H -6.3609 -0.0347 -2.8400 0.536 -0.811 0.771 0.122
H -6.1912 0.4719 -4.3799 -0.116 -0.649 -0.911 0.116
H -4.5266 1.4393 -3.3026 -0.210 -0.042 0.135 0.089
H -4.8409 -3.4330 -3.5398 -0.226 0.094 -0.457 0.092
C 0.0810 2.7458 -6.7265 0.295 0.785 0.205 -0.233
C -1.2998 3.4208 -6.8046 0.813 -1.438 -0.320 -0.229
O -2.2735 2.3907 -6.7329 -0.445 0.381 -0.027 -0.068
O 0.3006 2.1615 -5.4368 -0.336 0.262 0.118 -0.079
H 0.7948 3.5302 -6.9778 0.439 0.070 0.354 0.113
H 0.2515 1.9436 -7.4445 -0.657 0.151 -0.436 0.117
H -1.3447 3.9244 -7.7702 -0.324 -0.121 -0.056 0.119
H -1.4817 4.1574 -6.0221 0.398 0.083 0.133 0.118
H -2.1725 2.0560 -5.8388 -0.206 -0.354 0.118 0.069
H 1.2345 2.1934 -5.2167 0.010 0.075 -0.028 0.084
C -3.7435 -6.0765 1.1197 -0.082 0.565 0.716 -0.223
C -2.3993 -6.8403 1.2159 -1.140 0.225 -0.235 -0.252
O -1.3190 -6.0609 0.7481 -0.151 -0.144 0.194 -0.060
O -3.9244 -4.9103 1.9505 0.850 -0.522 0.079 -0.077
H -4.5572 -6.7186 1.4570 0.006 -0.312 -0.485 0.114
H -3.8889 -5.6658 0.1205 -0.035 -0.857 -0.456 0.112
H -2.5097 -7.7278 0.5928 0.153 0.091 -0.363 0.112
H -2.2255 -7.2496 2.2111 0.013 0.340 0.342 0.116
H -1.2652 -5.3499 1.3909 0.372 0.348 -0.010 0.083
H -3.5388 -4.1793 1.4621 0.042 0.383 0.197 0.072
C -4.4923 1.8880 3.1596 0.548 -1.390 -0.268 -0.244
C -4.7648 1.0239 4.3920 1.475 0.402 -0.103 -0.217
O -4.0650 -0.2597 4.3212 -1.042 1.323 0.210 -0.071
O -5.1295 1.2807 2.0287 -0.223 0.732 0.125 -0.077
H -3.4167 1.8817 2.9833 0.281 -0.150 0.086 0.115
H -4.6968 2.9520 3.2790 -0.856 -0.112 -0.008 0.112
H -5.8334 0.9628 4.5979 -0.033 -0.486 -0.157 0.111
H -4.2905 1.5726 5.2057 -0.106 -0.153 0.411 0.106
H -3.9319 -0.4595 3.3917 -0.041 -0.208 -0.229 0.060
H -4.4731 0.7515 1.5697 0.265 -0.129 -0.301 0.058
C 6.5124 3.3709 2.0784 0.160 -0.537 -0.981 -0.270
C 5.5588 3.8740 0.9893 -0.314 0.369 -0.769 -0.235
O 6.0582 3.7055 -0.3494 0.075 -0.196 0.591 -0.075
O 5.9010 3.2305 3.3185 -0.600 -0.095 0.984 -0.057
H 7.4488 3.9247 2.1460 -0.020 0.481 -0.117 0.119
H 6.8228 2.3638 1.8002 -0.074 -0.092 -0.175 0.123
H 5.2461 4.9128 1.0947 0.343 0.349 0.435 0.112
H 4.5999 3.3558 0.9991 0.250 -0.502 0.260 0.120
H 6.7847 4.3193 -0.4795 0.072 0.057 -0.027 0.077
H 5.8515 4.0584 3.8020 0.062 0.139 -0.172 0.090
```
Forces are in eV/Å.

As for the multiplicity: 1. The calculation puts the total energy at -2090.50527 hartree. The HOMO energy is -6.5 eV. The HOMO-LUMO gap is 0.22784 Eh.

---

DFT (the ωB97M-V functional and the def2-TZVPD basis) results for a cluster of 15 separate species, C24H67N22O26S4 in total in a non-equilibrium geometry.

The geometry in XYZ format:
```
143
Properties=species:S:1:pos:R:3:forces:R:3:lowdin_charge:R:1
C 0.4654 2.2455 0.1729 0.352 -0.051 0.533 -0.059
C -0.5535 1.1339 0.3759 0.296 0.175 1.170 -0.154
N -0.3613 -0.0291 -0.4990 -1.220 0.450 0.203 -0.013
C -1.3475 -0.5625 -1.3042 0.406 0.259 -0.731 0.005
C -0.7747 -1.5832 -1.9788 -0.017 -0.547 -0.235 -0.008
N 0.4913 -1.7233 -1.4897 0.463 -0.034 0.359 -0.037
C 0.7164 -0.7892 -0.5743 0.291 0.054 -0.005 -0.013
C 1.4374 -2.7648 -1.8169 0.685 -0.776 -0.275 -0.017
H 0.4574 2.9659 0.9856 -0.611 -0.070 0.348 0.054
H 0.2959 2.8493 -0.7144 0.290 -0.384 -0.336 0.064
H 1.4861 1.8671 0.2632 0.019 -0.077 -0.674 0.066
H -1.5571 1.5369 0.2959 -0.106 -0.310 -0.506 0.079
H -0.5245 0.7249 1.3902 0.227 0.313 0.066 0.124
H -2.3293 -0.1529 -1.4337 0.024 0.255 0.134 0.115
H -1.1139 -2.2003 -2.7922 -0.250 0.038 0.099 0.107
H 1.6130 -0.7387 0.0324 0.095 0.090 -0.191 0.148
H 2.3640 -2.3736 -2.2235 -0.203 0.448 -0.085 0.084
H 1.0140 -3.4242 -2.5680 -0.237 0.147 0.010 0.070
H 1.6952 -3.3567 -0.9410 -0.200 0.295 0.028 0.054
C 1.3654 6.8549 2.4667 -0.032 0.191 -0.392 -0.635
O 1.1087 7.7572 1.6802 0.060 0.092 1.025 0.015
N 1.2957 5.5305 2.0820 0.095 1.019 0.928 0.174
N 1.7656 7.0373 3.7683 -0.301 -0.682 -0.226 0.158
H 1.1053 5.3652 1.1130 0.115 -0.724 0.099 0.041
H 1.2154 4.8341 2.7981 -0.046 -0.454 -0.383 0.087
H 1.8705 7.9316 4.2042 -0.102 0.208 -0.272 0.104
H 1.9922 6.2147 4.2952 0.231 0.163 0.209 0.090
C -4.2646 -1.7881 -3.5519 -0.804 -0.141 -0.753 -0.646
O -3.1114 -1.5476 -3.8773 -0.112 0.132 0.465 0.007
N -4.7423 -3.0835 -3.5234 0.790 0.852 0.160 0.154
N -5.2076 -0.8182 -3.2964 0.781 -0.821 -0.011 0.161
H -4.0826 -3.7148 -3.9405 -0.358 -0.410 0.049 0.100
H -5.7120 -3.3067 -3.4160 -0.018 -0.188 -0.103 0.094
H -6.1567 -1.0989 -3.1511 -0.137 0.384 0.167 0.093
H -4.8868 0.1259 -3.2088 -0.212 0.119 -0.022 0.098
C 5.3333 -4.7605 -1.5842 -0.169 0.284 0.618 -0.645
O 5.7347 -4.9078 -0.4319 -0.072 -0.239 -0.107 0.001
N 4.5359 -3.7010 -1.9336 0.190 -0.613 -0.683 0.176
N 5.6293 -5.6318 -2.5949 -0.250 0.389 -0.034 0.167
H 4.0448 -3.1686 -1.2267 0.331 0.055 0.156 0.054
H 4.1828 -3.7154 -2.8771 -0.279 0.279 0.082 0.090
H 5.3940 -5.3816 -3.5385 0.019 -0.193 -0.079 0.096
H 6.2844 -6.3732 -2.4407 0.131 0.084 0.155 0.106
C 2.7094 1.5178 -2.9102 1.392 0.608 -0.616 -0.651
O 3.6476 1.2504 -2.1597 -0.540 -0.446 -0.006 0.002
N 2.2456 0.6783 -3.8815 -0.791 -0.389 -0.218 0.167
N 2.1863 2.7749 -2.9447 -0.354 -0.250 0.074 0.171
H 1.3783 0.8935 -4.3392 0.058 0.115 -0.073 0.088
H 2.6850 -0.1710 -4.2069 0.182 0.071 0.616 0.094
H 2.5711 3.4808 -2.3364 -0.221 -0.057 0.381 0.061
H 1.4995 3.0524 -3.6190 0.036 0.007 -0.097 0.099
C 3.8073 -2.2680 1.5597 -0.355 0.306 0.458 -0.624
O 3.3716 -1.9103 0.4546 0.319 -0.409 0.162 -0.024
N 3.5131 -1.5427 2.6914 0.100 -0.336 -0.430 0.167
N 4.5401 -3.3867 1.7826 -0.013 -0.181 -0.444 0.185
H 3.0414 -0.6667 2.5769 -0.006 0.054 0.036 0.095
H 3.5432 -1.9749 3.5946 0.109 0.121 0.094 0.096
H 4.8938 -3.9257 0.9920 -0.055 0.095 -0.162 0.060
H 5.0804 -3.4967 2.6217 -0.093 0.256 0.130 0.106
C 0.7132 -3.0272 -5.1175 1.016 0.365 -0.970 -0.673
O 1.8844 -2.6301 -5.0413 -0.836 -0.043 0.599 -0.005
N -0.2551 -2.1965 -5.6328 0.231 -0.363 0.480 0.162
N 0.3657 -4.2824 -4.7231 0.165 0.640 0.316 0.164
H -1.0974 -2.5471 -6.0506 -0.097 0.080 0.094 0.094
H 0.1225 -1.3229 -5.9506 -0.152 -0.013 -0.274 0.098
H -0.4919 -4.7128 -5.0111 0.011 -0.128 0.051 0.102
H 1.1591 -4.8211 -4.3834 -0.175 -0.502 -0.433 0.059
C 2.3838 -6.9761 -3.1689 -0.138 -0.704 0.574 -0.648
O 2.5346 -6.2365 -4.1410 -0.091 -0.003 0.497 -0.006
N 2.4715 -8.3419 -3.2780 0.022 0.722 -0.220 0.160
N 2.0882 -6.5041 -1.9123 0.099 0.543 -1.187 0.181
H 2.8632 -8.6764 -4.1396 -0.042 -0.192 0.044 0.106
H 2.3966 -8.9471 -2.4839 0.137 -0.071 0.013 0.095
H 1.9025 -7.0459 -1.0922 0.005 -0.125 -0.020 0.099
H 1.9027 -5.5161 -1.9116 0.018 -0.031 0.495 0.065
C 5.2821 1.5211 1.0430 0.388 -0.719 -0.770 -0.677
O 5.6044 1.5367 2.2264 -0.297 0.344 -0.406 -0.002
N 5.9001 0.6819 0.1457 0.000 0.224 0.662 0.159
N 4.3350 2.3523 0.4773 -0.458 0.227 1.230 0.151
H 6.6995 0.2025 0.5155 -0.055 -0.231 -0.152 0.098
H 5.6001 0.5435 -0.8016 -0.090 0.172 -0.060 0.075
H 3.7558 2.0472 -0.2962 0.519 -0.116 -0.242 0.035
H 3.8277 2.8145 1.2212 -0.036 0.169 -0.273 0.089
C -2.1343 3.5200 3.7378 -0.449 -0.733 -1.258 -0.647
O -1.2935 3.0127 2.9965 0.298 0.245 0.554 0.008
N -3.2018 2.7776 4.1729 -0.441 0.998 0.683 0.165
N -2.1594 4.8442 4.0647 0.481 -0.574 0.187 0.178
H -3.8284 3.1926 4.8399 -0.058 -0.168 0.053 0.101
H -3.3576 1.8204 3.9357 0.334 -0.026 -0.380 0.067
H -1.2727 5.3166 4.0451 -0.211 0.308 -0.277 0.099
H -2.9869 5.3215 4.3632 0.031 0.078 0.164 0.102
C 2.1059 5.9027 -1.1912 0.321 1.031 -0.231 -0.622
O 2.1493 4.7542 -0.7542 -0.401 -0.162 0.102 -0.019
N 1.2508 6.8715 -0.7493 0.921 -1.874 -1.497 0.178
N 2.9735 6.3159 -2.1815 -0.582 -0.221 0.321 0.157
H 1.4662 7.8054 -1.0334 -0.504 0.376 0.612 0.112
H 0.5892 6.6010 -0.0411 0.032 1.006 -0.258 0.042
H 3.7814 5.7542 -2.3708 0.080 0.042 -0.042 0.104
H 2.8773 7.2297 -2.5798 0.268 0.033 -0.100 0.094
C -2.0692 5.0114 -0.2924 -0.254 -1.632 -0.285 -0.162
C -3.5784 5.2957 -0.3067 0.239 0.595 -0.189 -0.168
O -3.6105 6.7212 -0.4233 -0.080 0.906 -0.127 -0.192
S -2.4621 7.3634 0.4863 -0.731 -1.020 -0.034 0.606
O -2.9326 7.2901 1.8254 0.409 -0.066 0.303 -0.224
O -1.9922 8.5717 -0.0575 0.132 0.151 -0.297 -0.184
O -1.4116 6.1796 0.1788 -0.208 0.349 0.363 -0.219
H -1.7083 4.7322 -1.2857 0.057 0.627 -0.115 0.137
H -1.8293 4.1342 0.3102 0.003 0.346 0.506 0.104
H -4.1135 4.9774 0.5874 0.177 0.000 0.105 0.119
H -4.0940 4.9540 -1.1971 0.147 -0.355 0.019 0.129
C -6.6498 2.3890 0.7706 -1.545 0.252 0.608 -0.163
C -6.8913 1.2735 -0.2473 0.526 -0.102 0.420 -0.108
O -5.5853 0.6729 -0.4590 0.336 0.014 -0.097 -0.204
S -4.4764 1.3102 0.4753 -0.352 1.283 0.180 0.579
O -3.7894 2.3709 -0.1850 0.091 -0.292 -0.607 -0.223
O -3.7222 0.3071 1.1204 -0.082 -0.450 0.222 -0.202
O -5.4792 2.0170 1.4948 0.166 -0.431 -0.139 -0.177
H -7.4710 2.3810 1.4888 0.121 -0.082 0.088 0.138
H -6.6594 3.4093 0.3880 0.783 -0.099 -0.313 0.134
H -7.2820 1.6077 -1.2017 -0.041 0.025 0.002 0.137
H -7.5003 0.5005 0.2144 -0.130 -0.062 -0.276 0.135
C 0.0362 -5.4371 3.9183 0.003 -0.727 0.409 -0.139
C -0.7302 -6.3547 2.9833 0.270 -0.450 0.566 -0.145
O -0.9574 -5.5180 1.8489 -0.421 -0.129 -0.485 -0.177
S 0.1623 -4.3999 1.6886 -0.662 -0.137 0.581 0.595
O -0.4921 -3.1418 1.7782 0.155 0.328 0.036 -0.218
O 0.9667 -4.6572 0.5501 0.343 -0.411 0.169 -0.226
O 0.9406 -4.7538 3.0323 0.136 0.379 -0.555 -0.174
H 0.6192 -5.9975 4.6453 0.176 0.131 -0.081 0.144
H -0.6099 -4.7363 4.4441 -0.025 0.109 -0.157 0.106
H -1.6385 -6.7451 3.4410 -0.373 0.604 -0.311 0.141
H -0.1848 -7.2521 2.6772 0.367 0.303 -0.052 0.134
C -2.4003 -0.7126 4.7755 -0.607 -0.053 0.637 -0.116
C -2.7520 -1.5171 3.5035 0.350 0.152 0.839 -0.152
O -2.5190 -2.8511 3.9514 0.162 -1.214 -0.364 -0.222
S -3.1269 -3.0616 5.3990 0.563 1.137 -0.283 0.593
O -2.3840 -4.0497 6.0841 0.271 -0.254 0.018 -0.214
O -4.5374 -3.1605 5.3198 -0.291 0.228 0.076 -0.206
O -2.6577 -1.6066 5.8916 -0.259 -0.550 0.124 -0.193
H -3.0362 0.1368 5.0122 0.047 0.139 -0.501 0.108
H -1.3560 -0.4140 4.8348 0.028 -0.111 -0.128 0.137
H -2.0302 -1.3343 2.7168 -0.261 0.020 -0.255 0.108
H -3.7939 -1.4460 3.2001 0.079 0.313 -0.166 0.123
```
Forces are in eV/Å.

As for the multiplicity: 1. The calculation puts the total energy at -5708.49934 hartree. The total charge is +1. The HOMO energy is -10.4 eV. The HOMO-LUMO gap is 0.30580 Eh.